i) Density functional theory data (the ωB97M-V functional and the def2-TZVPD basis) for the ion C7H12N3 with charge +1.

Summary:
HOMO energy, hartree: -0.4782
Structure (SMILES): CCC1=NC=C[C@H]1C(N)=[NH2+]

Geometry as ORCA input:
```
! RIJCOSX wB97M-V def2-TZVPD def2/J DEFGRID3
* xyz 1 1
H -1.832 -2.274 1.290
H 3.070 0.096 1.935
C 1.396 1.010 1.165
C 0.226 0.561 0.433
H 0.204 -3.036 -0.025
C 0.640 -1.024 0.235
N 0.807 2.096 -1.356
H -2.190 -1.227 0.120
H 1.583 2.034 1.294
H -2.118 1.351 -0.354
H 0.022 -2.029 -1.340
H -1.688 2.480 -1.553
C -0.153 1.550 -0.632
C -0.229 -2.096 -0.252
H 1.687 2.407 -0.993
H -2.199 -2.980 -0.503
C 2.192 -0.023 1.456
N -1.425 1.698 -0.978
H 0.727 2.277 -2.329
N 1.605 -1.203 1.026
C -1.703 -2.155 0.211
H -0.623 0.487 1.149
*
```

ii) Density functional theory data (the ωB97M-V functional and the def2-TZVPD basis) for the ion C7H12N3 with charge +1.

Summary:
HOMO energy, hartree: -0.4164
Structure (SMILES): N/C=C/C=N\C=C\[NH+]1CC1

Geometry as ORCA input:
```
! RIJCOSX wB97M-V def2-TZVPD def2/J DEFGRID3
* xyz 1 1
H -0.022 -1.461 1.947
H 3.352 -1.618 0.094
H -0.843 2.802 -0.431
C 0.101 -0.456 0.184
H -1.522 0.904 1.035
H 1.919 0.573 -1.304
C -2.515 -0.145 -0.677
C -1.850 0.945 -0.077
H -1.765 2.195 -1.743
H 3.366 0.680 -0.151
C -0.601 -1.264 1.038
H -2.789 -0.008 -1.675
H -3.365 -2.083 -0.450
C 2.427 0.248 -0.400
H 2.267 -1.929 -1.248
N -1.859 -1.832 0.827
C -2.691 -1.376 -0.063
C 2.505 -1.254 -0.407
N -1.561 2.074 -0.730
H 1.892 -0.494 1.453
N 1.535 -0.479 0.455
H -0.076 -0.410 -0.957
*
```

iii) Density functional theory data (the ωB97M-V functional and the def2-TZVPD basis) for a cluster of 3 separate species, C7H12N3 in total.

Summary:
HOMO energy, hartree: -0.4672

Geometry as ORCA input:
```
! RIJCOSX wB97M-V def2-TZVPD def2/J DEFGRID3
* xyz 1 1
H -1.739 -2.069 0.599
H 1.963 -0.989 -2.433
H -1.245 2.965 1.024
N -1.083 3.000 0.069
C -0.868 -1.829 -0.044
H 0.417 -3.531 0.632
H 2.110 -3.118 -1.056
H 0.298 1.641 0.390
C -0.078 -0.698 -1.978
C 1.284 -2.442 -0.899
H -0.941 4.064 -0.192
H -1.962 -0.276 -0.718
C -1.045 -0.740 -0.913
C 1.164 -1.320 -1.782
H 1.191 -0.820 3.547
H -0.065 0.128 -2.800
N 0.940 0.209 1.565
N 0.888 0.871 0.504
C 0.316 -2.634 0.073
H -1.934 2.816 -0.414
H 1.242 0.233 -0.197
C 1.075 -0.365 2.612
*
```

i) (2.576 eV below the next structure)